No. 1
Here is C13H16BrF3NO3OsS3 as an isolated structure from the Open Molecules 2025 dataset. Energies are from ωB97M-V with the def2-TZVPD basis set.

HOMO level (spin up / spin down)   -18.8 / -19.2 eV
Electronic energy   -4943.176141 Eh
E_LUMO (spin up / spin down)   -9.92 / -14.16 eV

The geometry in ORCA input format:
```
! wB97M-V def2-TZVPD RIJCOSX def2/J DEFGRID3
* xyz 3 5
Br -1.4706 2.6127 0.0847
H -4.8087 -1.8100 -1.1312
O -5.9253 0.6217 -1.6268
C -4.2261 -0.9244 -0.9111
C -2.7186 1.2380 -0.3245
O -1.1716 0.8092 -2.6214
H 0.5018 -3.8817 1.6805
S 2.0436 0.8913 0.8995
H -4.3137 2.4899 -0.9948
C 1.1699 0.2192 3.4721
H 0.1393 -2.4150 3.8320
C -3.9468 1.4877 -0.8148
N -2.1829 0.0114 -0.1048
C -4.7493 0.3675 -1.1349
C 3.4170 -0.3221 0.8484
C 0.8821 0.3595 -3.7682
H 4.0172 0.0095 -0.0005
H 1.2122 2.2261 2.6317
S -0.4190 -0.3718 2.7532
H -2.5393 -2.0402 -0.2629
C -2.9680 -1.0588 -0.4116
F 0.6073 1.3647 -4.5670
H -6.4649 -0.1544 -1.8510
S 2.4490 -2.6529 2.0437
F 2.1587 0.4408 -3.3731
F 0.7021 -0.7936 -4.4032
H 1.8238 -0.6483 3.5737
O 0.5349 -0.0921 -1.4316
H 4.0504 -2.3167 0.4007
H 4.0107 -0.1690 1.7513
C 3.0990 -1.8095 0.5983
C 0.6868 -2.7984 1.7264
C -0.2023 -2.1891 2.8204
H 0.9307 0.5802 4.4728
H 2.4367 -1.9636 -0.2542
C -0.0556 0.4023 -2.5414
Os -0.2031 0.1933 0.3671
H 2.7899 1.5862 3.0689
H -1.2053 -2.6068 2.7259
C 1.8180 1.3186 2.6516
H 0.4804 -2.3751 0.7440
*
```

No. 2
Here is C13H16CdCl3NO4S3Si as an isolated structure from the Open Molecules 2025 dataset. Energies are from ωB97M-V with the def2-TZVPD basis set.

HOMO level   -8.4 eV
Electronic energy   -3893.314933 Eh
E_LUMO   -0.29 eV

The geometry in ORCA input format:
```
! wB97M-V def2-TZVPD RIJCOSX def2/J DEFGRID3
* xyz 0 1
Cl -1.0582 0.5104 4.0577
S 1.0239 -0.2490 -2.1535
Si -1.4653 1.2609 2.1476
N 1.2474 -1.3536 1.9852
Cl -3.5279 1.2353 2.0039
H 1.9218 1.2367 -3.7815
O 2.0036 1.2130 1.6976
C 0.9817 1.2251 -3.2305
Cd -0.1150 -0.0739 0.5060
C 0.8424 2.5405 -2.4695
H 3.2609 2.0830 3.4224
C -0.2326 -1.3347 -2.9005
H 0.7605 3.3634 -3.1800
C -2.9911 1.4231 -1.8849
H 0.1526 -1.6763 -3.8615
H -2.2603 -1.5274 -3.5205
O -0.1399 -4.3569 0.8471
H 0.1762 1.0924 -3.9501
S -0.5338 2.6676 -1.2873
S -2.3893 -0.2525 -1.5023
H 1.7190 2.7146 -1.8447
H -1.6391 0.1053 -3.7446
H 1.9753 -3.3262 5.1797
C -1.9803 2.4490 -2.3822
C -1.6273 -0.7572 -3.0805
H -1.6094 2.2003 -3.3758
H -3.7948 1.3283 -2.6160
C 0.0188 -3.1474 0.8907
H 2.8356 -0.9953 4.9080
H -2.4808 3.4151 -2.4472
Cl -0.9905 3.2621 2.3091
C 1.9606 -0.8013 2.9637
C 0.8024 -2.5942 2.1003
C 2.2599 -1.4769 4.1315
H 0.6764 -4.3596 3.3001
C 2.3453 0.6122 2.6927
H -0.2627 -2.1732 -2.2027
C 1.0501 -3.3474 3.2434
H -3.4265 1.7465 -0.9380
C 1.7789 -2.7750 4.2696
O 3.0934 1.1585 3.6464
O -0.3620 -2.2656 0.0507
*
```

No. 3
Here is C13H16Cl2N2O7Ta as an isolated structure from the Open Molecules 2025 dataset. Energies are from ωB97M-V with the def2-TZVPD basis set.

HOMO level   -18.0 eV
Electronic energy   -2117.664522 Eh
E_LUMO   -11.95 eV

The geometry in ORCA input format:
```
! wB97M-V def2-TZVPD RIJCOSX def2/J DEFGRID3
* xyz 3 1
O -1.5444 -0.2045 0.0360
H 0.0051 0.0501 2.5217
H 1.6123 2.6456 -0.0741
C -2.8578 -3.6341 -0.2624
H -5.7000 -1.9476 0.4159
C 0.8515 3.0294 -4.6688
O 0.6391 0.1827 1.7975
H 3.5389 -1.3173 2.9089
H -0.2669 -3.7937 -0.7427
C 0.4792 1.7123 -2.6855
H 0.8105 2.7406 -5.7123
C -1.9498 -2.5421 -0.2259
H 1.9090 -1.6415 3.4755
H -2.4972 -4.6329 -0.4767
Cl -5.3159 -4.6981 -0.0639
H 1.9354 2.1217 3.1806
H 0.9684 3.6637 -2.1595
H 0.0996 3.7842 -4.4477
O 0.3230 -1.8794 -0.4906
O 0.5009 1.7859 -3.9403
N 0.7262 2.7290 -1.8501
H 0.0268 3.1077 -0.0171
C -0.6136 -2.7901 -0.5018
N 0.6786 2.4540 -0.4594
H 1.8620 3.3221 -4.3904
H 1.7066 0.7653 4.3255
C 2.1389 0.1493 2.3138
O 2.2011 0.0751 -0.0810
H 3.3109 1.1749 3.7347
Cl -4.3661 0.5481 0.6123
O 3.5130 1.5904 0.9128
C 2.2574 1.1183 3.4530
C -4.1977 -3.4149 -0.0281
C -4.6432 -2.1155 0.2392
C -2.4351 -1.2256 0.0575
C 2.4850 -1.2811 2.6228
C -3.7762 -1.0166 0.2842
O 0.1723 0.5813 -2.1386
C 2.7704 0.6758 1.0164
Ta 0.2956 0.0625 -0.2542
H 2.3461 -1.9349 1.7628
*
```

No. 4
Here is a 7-piece molecular cluster, C13H16Cl9F3O10 overall from the Open Molecules 2025 dataset. Energies are from ωB97M-V with the def2-TZVPD basis set.

HOMO level   -11.0 eV
Electronic energy   -5698.680752 Eh
SMILES   O=C1OC[C@@H](F)O1.O=C1OC[C@@H](F)O1.O=C1OC[C@@H](F)O1.ClC(Cl)Cl.ClC(Cl)Cl.ClC(Cl)Cl.CO
E_LUMO   0.13 eV

The geometry in ORCA input format:
```
! wB97M-V def2-TZVPD RIJCOSX def2/J DEFGRID3
* xyz 0 1
H -1.7999 -3.0677 0.3801
H 3.0328 1.7121 0.0132
F -0.1505 1.1875 -6.5803
F 0.4198 -4.3782 0.5475
H 2.3860 -2.6468 3.9181
Cl 2.7646 -0.4795 3.4238
C 0.5642 1.2513 -4.3146
C 3.9380 3.0548 1.5537
H -4.6315 -0.1488 -2.0608
O 2.2543 3.6582 -0.0478
H 4.0593 2.8259 2.5836
O -0.0643 -4.4271 2.7529
C 0.7261 0.6072 -5.6821
O 3.7610 2.0103 -5.2135
H -5.8608 -0.8495 -0.1561
H -6.1889 -0.7862 -2.5212
O -5.3994 -1.5059 -0.6439
F 1.7713 2.1751 1.6258
Cl -3.8680 0.2957 2.4731
O -1.1734 -2.5615 2.3063
C -0.5995 0.1186 -0.0095
C 2.7269 2.5204 0.7314
C 3.2034 -2.1747 3.3797
H 0.5139 0.4210 -3.5573
C -0.5835 -4.6352 1.4910
C -0.3616 -3.1226 3.1634
Cl 3.1281 -2.9851 1.7997
H -4.7785 -1.8252 -2.5200
Cl -2.0843 -0.5659 -0.7602
H -0.8246 -5.7259 1.3926
C -3.3220 1.8455 3.0603
Cl -3.4388 1.9533 4.8166
C 2.6110 1.6843 -5.1248
H -0.1854 1.9770 -4.2001
C -5.2721 -1.0405 -2.0147
H -2.6957 -3.7778 1.6518
C 2.7689 4.7856 0.5544
C -1.6582 -3.5406 1.3441
Cl -1.7207 2.2533 2.5019
H 0.5818 -0.4720 -5.5616
Cl -0.1699 1.6648 -0.8234
O 0.0623 -2.6904 4.1816
O 1.7260 2.0035 -4.1678
H 4.8852 2.7773 1.0476
Cl 0.7730 -1.0119 -0.1318
O 2.4565 5.9136 0.3022
Cl 4.7608 -2.5015 4.0694
O 2.0299 0.9342 -6.0768
O 3.7304 4.4879 1.4713
H -0.8645 0.2008 1.0023
H -3.9395 2.6013 2.6289
*
```

So what do the calculations give for max |F|? Going down the list: 1.1; 0.5; 0.8; 2.6 eV Å⁻¹.